[1]
{
  "formula": "C38H32F10N6OSeTi",
  "method": "ωB97M-V/def2-TZVPD",
  "symbols": ["Ti", "O", "C", "N", "C", "C", "C", "C", "C", "C", "N", "C", "C", "C", "C", "C", "N", "H", "H", "H", "H", "H", "H", "H", "H", "H", "H", "C", "N", "C", "C", "N", "C", "C", "F", "C", "F", "C", "F", "C", "F", "C", "F", "C", "C", "N", "C", "C", "F", "C", "F", "C", "F", "C", "F", "C", "F", "H", "H", "H", "H", "H", "H", "H", "H", "H", "H", "H", "C", "C", "C", "C", "C", "C", "Se", "C", "C", "C", "H", "H", "H", "H", "H", "H", "H", "H", "H", "H", "H"],
  "xyz": [[0.14, 0.62, 0.34], [0.90, 3.60, 2.97], [0.92, 2.59, 2.24], [-0.04, 2.22, 1.36], [-1.35, 2.82, 1.45], [-2.35, 1.73, 1.17], [-3.63, 1.73, 1.68], [-4.56, 0.81, 1.22], [-4.18, 0.04, 0.13], [-2.88, 0.09, -0.32], [-1.91, 0.81, 0.27], [1.97, 1.55, 2.29], [3.08, 1.64, 3.10], [3.95, 0.57, 3.20], [3.63, -0.61, 2.48], [2.52, -0.64, 1.69], [1.68, 0.42, 1.54], [-1.46, 3.60, 0.68], [-1.49, 3.28, 2.43], [-3.91, 2.48, 2.41], [-5.55, 0.76, 1.64], [-4.90, -0.58, -0.39], [-2.62, -0.41, -1.24], [3.24, 2.56, 3.65], [4.83, 0.61, 3.83], [4.27, -1.48, 2.55], [2.25, -1.53, 1.13], [1.22, -3.14, -0.91], [0.08, -2.24, -0.90], [-1.14, -3.04, -0.73], [-1.40, -3.53, 0.69], [-1.57, -2.46, 1.65], [-1.69, -2.88, 2.90], [-1.49, -4.20, 3.44], [-1.17, -5.25, 2.63], [-1.61, -4.50, 4.78], [-1.39, -5.77, 5.18], [-1.96, -3.56, 5.72], [-2.06, -3.88, 7.03], [-2.23, -2.27, 5.26], [-2.64, -1.35, 6.14], [-2.13, -1.97, 3.93], [-2.52, -0.77, 3.52], [0.01, -1.50, -2.16], [1.23, -0.63, -2.43], [1.60, 0.23, -1.32], [2.87, 0.65, -1.31], [3.20, 1.90, -0.71], [2.18, 2.67, -0.33], [4.47, 2.41, -0.58], [4.67, 3.60, 0.01], [5.56, 1.72, -1.10], [6.82, 2.20, -0.99], [5.30, 0.54, -1.76], [6.33, -0.14, -2.30], [4.03, 0.03, -1.87], [3.96, -1.17, -2.51], [1.17, -3.84, -1.77], [2.15, -2.58, -0.96], [1.24, -3.73, 0.01], [-2.00, -2.44, -1.02], [-1.09, -3.92, -1.40], [-2.33, -4.12, 0.66], [-0.60, -4.22, 0.98], [-0.11, -2.18, -3.02], [-0.86, -0.84, -2.11], [2.05, -1.28, -2.74], [0.98, 0.00, -3.30], [-4.12, 5.69, -6.10], [-3.29, 4.83, -5.19], [-2.12, 4.22, -5.62], [-1.33, 3.44, -4.78], [-0.08, 2.80, -5.33], [-1.71, 3.25, -3.44], [-0.56, 2.24, -2.28], [-2.91, 3.84, -3.00], [-3.40, 3.65, -1.59], [-3.67, 4.61, -3.87], [-3.72, 5.69, -7.11], [-4.14, 6.73, -5.74], [-5.15, 5.34, -6.14], [-1.80, 4.36, -6.66], [0.08, 3.09, -6.37], [-0.16, 1.72, -5.27], [0.78, 3.09, -4.74], [-3.05, 2.70, -1.19], [-4.49, 3.68, -1.55], [-3.01, 4.44, -0.94], [-4.59, 5.06, -3.51]],
  "lowdin_spin": [1.127, 0.084, 0.054, -0.007, 0.005, 0.010, -0.001, 0.007, -0.001, 0.011, 0.015, 0.175, -0.001, 0.180, 0.041, 0.090, 0.159, 0.000, 0.000, 0.000, 0.001, 0.000, 0.001, -0.004, 0.014, -0.001, 0.005, 0.000, 0.001, 0.000, 0.000, 0.002, 0.000, 0.000, 0.000, 0.000, 0.000, 0.000, 0.000, 0.000, 0.000, 0.000, 0.000, 0.003, 0.000, 0.002, 0.003, 0.004, 0.008, 0.000, 0.000, 0.002, 0.001, 0.000, 0.000, 0.003, 0.000, 0.000, 0.000, 0.000, 0.000, 0.000, 0.000, 0.000, 0.000, 0.002, 0.000, 0.000, 0.000, 0.000, 0.000, 0.000, 0.000, 0.001, 0.003, 0.000, 0.000, 0.000, 0.000, 0.000, 0.000, 0.000, 0.000, 0.000, 0.000, 0.000, 0.000, 0.000, 0.000],
  "s2": 2.0258,
  "de_lowest_kj_mol": 218.3,
  "e_lumo_ev": [4.1, 4.1],
  "total_charge": -2,
  "multiplicity": 3,
  "total_energy_ev": -166550.039
}

[2]
{
  "formula": "C38H32F5P2Sc",
  "method": "ωB97M-V/def2-TZVPD",
  "symbols": ["C", "C", "C", "C", "C", "C", "P", "C", "C", "C", "C", "C", "C", "Sc", "P", "C", "C", "C", "C", "C", "C", "C", "C", "C", "C", "C", "C", "C", "C", "C", "C", "C", "C", "C", "C", "C", "C", "C", "C", "H", "H", "H", "H", "H", "H", "H", "H", "H", "H", "H", "H", "H", "H", "H", "H", "H", "H", "H", "H", "H", "H", "H", "H", "H", "H", "H", "H", "H", "H", "H", "H", "F", "C", "F", "C", "F", "F", "F"],
  "xyz": [[0.78, -1.05, -2.21], [-0.27, -1.42, -1.36], [-1.55, -1.60, -1.90], [-1.79, -1.35, -3.25], [-0.74, -0.95, -4.08], [0.54, -0.78, -3.56], [0.04, -1.67, 0.44], [-1.24, -2.92, 0.84], [-2.35, -2.53, 1.61], [-3.35, -3.45, 1.92], [-3.26, -4.76, 1.43], [-2.16, -5.15, 0.66], [-1.15, -4.24, 0.37], [0.50, -0.02, 2.34], [0.07, 1.60, 0.35], [-1.28, 1.71, -0.87], [-1.10, 2.11, -2.20], [-2.18, 2.20, -3.07], [-3.47, 1.88, -2.62], [-3.67, 1.47, -1.30], [-2.59, 1.40, -0.43], [-0.16, 3.10, 1.40], [0.74, 3.27, 2.47], [0.51, 4.27, 3.42], [-0.53, 5.17, 3.22], [-1.37, 5.06, 2.11], [-1.19, 4.02, 1.19], [1.64, 1.98, -0.53], [2.74, 1.11, -0.40], [3.96, 1.42, -1.00], [4.10, 2.62, -1.71], [3.02, 3.50, -1.83], [1.79, 3.18, -1.24], [1.62, -2.62, 0.44], [2.04, -3.41, -0.65], [3.24, -4.11, -0.59], [4.03, -4.05, 0.57], [3.62, -3.27, 1.66], [2.40, -2.58, 1.60], [1.65, 2.67, 2.53], [1.15, 4.33, 4.30], [-0.69, 5.98, 3.94], [-2.18, 5.78, 1.95], [-1.83, 3.95, 0.31], [-0.11, 2.36, -2.57], [-2.02, 2.51, -4.10], [-4.31, 1.95, -3.31], [-4.67, 1.21, -0.95], [-2.75, 1.11, 0.61], [2.65, 0.19, 0.18], [4.80, 0.73, -0.90], [5.05, 2.86, -2.17], [3.13, 4.44, -2.37], [0.96, 3.88, -1.32], [1.43, -3.48, -1.55], [3.57, -4.71, -1.44], [4.97, -4.60, 0.62], [4.23, -3.20, 2.56], [2.06, -2.04, 2.50], [-2.40, -1.51, 1.99], [-4.20, -3.14, 2.53], [-4.04, -5.48, 1.67], [-2.09, -6.17, 0.28], [-0.29, -4.55, -0.21], [-2.36, -1.97, -1.28], [-2.80, -1.48, -3.65], [-0.92, -0.77, -5.14], [1.36, -0.46, -4.21], [1.80, -1.00, -1.85], [-0.01, 0.15, -6.95], [0.74, 0.12, -6.84], [-1.95, -0.96, 4.14], [-1.20, 0.14, 3.75], [-1.97, 1.27, 3.96], [-0.02, 0.21, 4.70], [-0.42, 0.13, 5.98], [0.90, -0.87, 4.49], [0.79, 1.34, 4.56]],
  "lowdin_charge": [-0.114, -0.358, -0.071, -0.050, -0.061, -0.056, 1.030, -0.366, -0.106, -0.045, -0.039, -0.040, -0.064, 1.011, 1.030, -0.368, -0.076, -0.051, -0.048, -0.053, -0.106, -0.360, -0.140, -0.055, -0.035, -0.032, -0.055, -0.352, -0.124, -0.053, -0.039, -0.034, -0.081, -0.364, -0.084, -0.027, -0.034, -0.047, -0.121, 0.101, 0.125, 0.124, 0.125, 0.112, 0.099, 0.124, 0.121, 0.121, 0.109, 0.072, 0.121, 0.122, 0.124, 0.119, 0.117, 0.126, 0.124, 0.123, 0.067, 0.075, 0.122, 0.120, 0.122, 0.105, 0.115, 0.124, 0.073, 0.111, 0.097, 0.032, 0.039, 0.053, -0.387, 0.077, -0.502, 0.216, 0.060, 0.108],
  "e_lumo_ev": -7.3,
  "total_charge": 2,
  "multiplicity": 1,
  "total_energy_ev": -92774.728
}

[3]
{
  "formula": "C38H33CrN3OP2S4",
  "method": "ωB97M-V/def2-TZVPD",
  "symbols": ["Cr", "C", "S", "C", "S", "N", "N", "C", "C", "C", "C", "C", "C", "N", "H", "H", "H", "H", "H", "H", "H", "H", "S", "P", "S", "C", "C", "C", "C", "C", "C", "C", "C", "C", "C", "C", "C", "H", "H", "H", "H", "H", "H", "H", "H", "H", "H", "O", "P", "C", "C", "C", "C", "C", "C", "C", "C", "C", "C", "C", "C", "C", "C", "C", "C", "C", "C", "H", "H", "H", "H", "H", "H", "H", "H", "H", "H", "H", "H", "H", "H", "H"],
  "xyz": [[0.07, 0.63, 1.57], [0.44, 5.74, 2.95], [-0.29, 4.60, 4.13], [-0.31, 3.10, 3.27], [0.17, 3.01, 1.60], [-0.76, 2.11, 4.02], [-0.74, 0.92, 3.35], [-1.30, -0.09, 3.89], [-1.13, -1.38, 3.18], [-1.57, -2.58, 3.68], [-1.22, -3.75, 3.01], [-0.45, -3.67, 1.86], [-0.09, -2.42, 1.39], [-0.43, -1.30, 2.03], [0.35, 6.72, 3.42], [-0.11, 5.74, 2.01], [1.48, 5.50, 2.78], [-1.79, 0.00, 4.85], [-2.16, -2.61, 4.59], [-1.53, -4.71, 3.39], [-0.13, -4.55, 1.33], [0.49, -2.29, 0.49], [5.33, 0.25, 2.84], [3.84, 0.03, 1.63], [2.08, 0.36, 2.71], [3.96, 1.04, 0.13], [5.21, 1.07, -0.49], [5.36, 1.72, -1.71], [4.27, 2.34, -2.31], [3.03, 2.32, -1.69], [2.88, 1.67, -0.47], [3.66, -1.66, 0.96], [2.95, -1.88, -0.22], [2.81, -3.16, -0.72], [3.36, -4.24, -0.04], [4.07, -4.03, 1.14], [4.22, -2.74, 1.64], [6.05, 0.60, -0.01], [6.33, 1.75, -2.18], [4.39, 2.84, -3.27], [2.19, 2.81, -2.16], [1.92, 1.69, 0.01], [2.54, -1.03, -0.77], [2.28, -3.32, -1.66], [3.26, -5.24, -0.44], [4.51, -4.86, 1.66], [4.78, -2.56, 2.55], [-0.28, 0.40, -0.39], [-1.55, 0.20, -1.22], [-1.86, 1.67, -2.18], [-1.07, 2.80, -1.96], [-1.34, 3.97, -2.64], [-2.40, 4.02, -3.54], [-3.19, 2.90, -3.76], [-2.92, 1.72, -3.08], [-2.96, -0.02, -0.13], [-3.04, 0.89, 0.94], [-4.06, 0.78, 1.87], [-5.02, -0.21, 1.73], [-4.97, -1.09, 0.65], [-3.94, -0.99, -0.28], [-1.40, -1.20, -2.31], [-1.07, -1.01, -3.65], [-0.86, -2.10, -4.48], [-0.98, -3.39, -3.97], [-1.29, -3.59, -2.63], [-1.50, -2.50, -1.80], [-0.25, 2.75, -1.25], [-0.73, 4.85, -2.47], [-2.61, 4.94, -4.07], [-4.01, 2.94, -4.46], [-3.55, 0.85, -3.25], [-2.32, 1.69, 1.04], [-4.12, 1.48, 2.69], [-5.82, -0.30, 2.45], [-5.74, -1.84, 0.53], [-3.92, -1.67, -1.12], [-0.97, 0.00, -4.05], [-0.60, -1.95, -5.52], [-0.82, -4.24, -4.62], [-1.38, -4.59, -2.24], [-1.72, -2.66, -0.75]],
  "lowdin_spin": [3.031, -0.001, -0.006, -0.003, -0.019, -0.003, -0.031, 0.040, 0.006, 0.004, 0.007, 0.004, 0.008, -0.001, 0.000, -0.001, 0.000, 0.001, 0.000, 0.000, 0.000, 0.001, -0.041, 0.010, -0.074, 0.002, 0.000, 0.000, 0.000, 0.000, 0.003, 0.002, 0.001, 0.000, 0.001, 0.000, 0.001, -0.001, 0.000, 0.000, 0.000, 0.002, 0.000, 0.000, 0.000, 0.000, 0.000, 0.039, 0.008, 0.001, 0.000, 0.000, 0.000, 0.000, 0.000, 0.002, 0.002, 0.001, 0.000, 0.001, 0.000, 0.001, 0.000, 0.000, 0.000, 0.000, 0.000, 0.000, 0.000, 0.000, 0.000, 0.000, 0.001, 0.000, 0.000, 0.000, 0.000, 0.000, 0.000, 0.000, 0.000, 0.000],
  "s2": 3.8681,
  "de_lowest_kj_mol": 0.0,
  "e_lumo_ev": [-4.0, -3.9],
  "total_charge": 1,
  "multiplicity": 4,
  "total_energy_ev": -136798.543
}